No. 1
{"formula": "C4H5N3", "method": "ωB97M-V/def2-TZVPD", "fmax_ev_per_a": 0.90, "spin_multiplicity": 1, "e_above_lowest_kcal_mol": 48.2, "lumo_ha": 0.032, "energy_ev": -8697.7211, "charge": 0, "smiles": "C=C1C=NNC=N1", "homo_energy_ev": -8.0, "elements": ["C", "C", "C", "C", "H", "H", "H", "H", "H", "N", "N", "N"], "coordinates": [[2.3224, -0.0474, 0.0204], [0.9967, -0.0217, -0.0348], [0.2024, 1.2054, -0.0158], [-0.9945, -1.1424, 0.0117], [2.8366, -0.9881, 0.0150], [2.9385, 0.8492, 0.0754], [0.7005, 2.1782, 0.0262], [-2.6907, 0.0201, 0.0191], [-1.6300, -2.0361, 0.0127], [-1.0751, 1.2395, -0.0046], [-1.6809, 0.0147, 0.0168], [0.2822, -1.2523, -0.0175]], "forces_ev_per_a": [[0.63, 0.59, -0.07], [-0.21, -0.56, 0.41], [0.05, 0.39, 0.06], [0.37, -0.79, -0.18], [0.09, -0.30, 0.04], [-0.33, -0.11, -0.10], [-0.12, -0.31, -0.15], [0.32, 0.13, 0.00], [0.28, 0.21, 0.06], [0.01, 0.00, 0.13], [-0.63, 0.41, -0.08], [-0.46, 0.34, -0.12]], "mulliken_charge": [-0.901, 0.810, -0.392, 0.063, 0.315, 0.258, 0.379, 0.211, 0.375, -0.675, 0.106, -0.549]}

***

No. 2
{"formula": "C4H5N3", "method": "ωB97M-V/def2-TZVPD", "fmax_ev_per_a": 1.10, "spin_multiplicity": 1, "e_above_lowest_kcal_mol": 29.3, "lumo_ha": 0.028, "energy_ev": -8698.5431, "charge": 0, "smiles": "N#C[C@H]1CN=CN1", "homo_energy_ev": -9.8, "elements": ["N", "C", "C", "C", "N", "C", "N", "H", "H", "H", "H", "H"], "coordinates": [[2.2023, -0.8705, 1.4950], [1.5225, -0.5626, 0.6113], [0.6435, -0.1303, -0.5010], [-0.6747, -0.9473, -0.4958], [-1.5725, -0.1859, 0.3785], [-1.0523, 0.9693, 0.4894], [0.1211, 1.2064, -0.2337], [1.1991, -0.1796, -1.4405], [-1.1042, -1.0181, -1.5038], [-0.5189, -1.9582, -0.1159], [-1.4727, 1.7651, 1.0979], [0.7777, 1.8814, 0.1360]], "forces_ev_per_a": [[-0.64, 0.29, -0.85], [0.72, -0.32, 0.67], [0.06, -0.13, -0.08], [0.08, -0.19, -0.08], [0.18, 0.33, 0.07], [-0.20, -0.08, 0.05], [0.04, 0.03, 0.15], [-0.12, -0.03, 0.13], [0.11, 0.09, 0.15], [-0.07, 0.11, -0.05], [-0.04, -0.05, -0.19], [-0.13, -0.04, 0.02]], "mulliken_charge": [-0.433, 0.164, 0.199, -0.617, -0.483, -0.045, -0.404, 0.279, 0.306, 0.352, 0.379, 0.303]}

***

No. 3
{"formula": "C4H5N3", "method": "ωB97M-V/def2-TZVPD", "fmax_ev_per_a": 1.19, "spin_multiplicity": 1, "e_above_lowest_kcal_mol": 32.0, "lumo_ha": 0.027, "energy_ev": -8698.4242, "charge": 0, "smiles": "N#C[C@H]1CN=CN1", "homo_energy_ev": -9.4, "elements": ["N", "C", "C", "C", "N", "C", "N", "H", "H", "H", "H", "H"], "coordinates": [[2.4872, -1.0863, 1.1364], [1.6691, -0.6692, 0.4319], [0.6417, -0.0971, -0.4523], [-0.6780, -0.9219, -0.4642], [-1.7301, -0.0819, 0.0883], [-1.1810, 1.0201, 0.3862], [0.1485, 1.1609, 0.0610], [1.0857, 0.0353, -1.4390], [-0.9814, -1.2649, -1.4630], [-0.5207, -1.7133, 0.2722], [-1.6901, 1.8480, 0.8635], [0.7492, 1.7705, 0.5789]], "forces_ev_per_a": [[-0.85, 0.40, -0.71], [0.88, -0.45, 0.65], [0.01, 0.17, -0.17], [0.02, -0.59, 0.28], [-0.15, 0.52, 0.03], [-0.17, -0.06, 0.19], [0.12, 0.65, -0.08], [0.01, -0.10, -0.06], [0.37, -0.19, 0.42], [-0.32, -0.56, -0.63], [-0.05, 0.01, -0.03], [0.14, 0.19, 0.12]], "mulliken_charge": [-0.415, 0.013, 0.339, -0.505, -0.556, -0.064, -0.300, 0.223, 0.307, 0.315, 0.385, 0.258]}

***

No. 4
{"formula": "C4H5N3", "method": "ωB97M-V/def2-TZVPD", "fmax_ev_per_a": 1.91, "spin_multiplicity": 1, "e_above_lowest_kcal_mol": 63.7, "lumo_ha": 0.026, "energy_ev": -8697.0504, "charge": 0, "homo_energy_ev": -9.7, "elements": ["N", "C", "C", "C", "N", "C", "N", "H", "H", "H", "H", "H"], "coordinates": [[-1.5147, 2.4716, -1.0023], [-1.2052, 1.3710, -0.8173], [-0.6454, 0.0585, -0.5737], [1.2884, -0.0444, -0.5572], [1.4964, -0.6238, 0.6951], [0.3996, -0.8269, 1.3114], [-0.8024, -0.4434, 0.7535], [-1.0248, -0.6788, -1.3155], [1.0613, -0.6588, -1.3878], [2.0745, 0.7162, -0.7678], [0.3710, -1.2872, 2.2908], [-1.4987, -0.0540, 1.3709]], "forces_ev_per_a": [[0.05, -1.01, 0.12], [0.08, 1.13, 0.01], [1.10, 0.36, 0.12], [-1.56, 0.48, -0.30], [-0.56, -0.43, 0.05], [0.23, -0.03, 0.28], [-0.04, -0.04, 0.21], [0.66, 0.61, 0.27], [1.35, -1.16, -0.67], [-1.31, 0.06, -0.09], [0.00, 0.05, 0.06], [0.00, -0.02, -0.05]], "mulliken_charge": [-0.436, 0.292, -0.163, -0.401, -0.479, -0.073, -0.274, 0.272, 0.270, 0.340, 0.389, 0.264]}

***

No. 5
{"formula": "C4H5N3", "method": "ωB97M-V/def2-TZVPD", "fmax_ev_per_a": 0.65, "spin_multiplicity": 1, "e_above_lowest_kcal_mol": 107.9, "lumo_ha": 0.004, "energy_ev": -8695.1339, "charge": 0, "smiles": "C1=C=NC=NC=1.N", "homo_energy_ev": -8.7, "elements": ["N", "C", "C", "N", "C", "N", "C", "H", "H", "H", "H", "H"], "coordinates": [[2.0282, 1.5916, 0.2436], [0.0501, 0.0070, 0.2189], [-0.4529, -0.6687, 1.1416], [-1.4333, -1.5178, 1.2673], [-1.9634, -1.6138, 0.0073], [-1.5631, -0.9854, -1.0922], [-0.5218, -0.1316, -1.0288], [2.8716, 1.0383, 0.1444], [2.2049, 2.5234, -0.1083], [1.8135, 1.6589, 1.2343], [-2.8157, -2.2797, -0.0843], [-0.2180, 0.3778, -1.9437]], "forces_ev_per_a": [[0.22, 0.20, 0.14], [-0.34, -0.42, 0.37], [-0.12, 0.04, -0.49], [0.15, 0.17, -0.09], [-0.13, -0.04, -0.14], [0.06, 0.02, 0.28], [-0.08, -0.03, -0.08], [-0.01, 0.07, 0.01], [0.12, 0.06, 0.02], [0.07, 0.01, -0.19], [0.10, 0.04, -0.01], [-0.06, -0.12, 0.20]], "mulliken_charge": [-0.703, 0.006, 0.612, -0.547, -0.072, -0.480, -0.259, 0.214, 0.221, 0.249, 0.363, 0.396]}

***

No. 6
{"formula": "C4H5N3", "method": "ωB97M-V/def2-TZVPD", "fmax_ev_per_a": 2.14, "spin_multiplicity": 1, "e_above_lowest_kcal_mol": 15.1, "lumo_ha": 0.036, "energy_ev": -8699.1583, "charge": 0, "smiles": "Nc1ncccn1", "homo_energy_ev": -8.9, "elements": ["N", "C", "N", "C", "C", "C", "N", "H", "H", "H", "H", "H"], "coordinates": [[-1.4550, 0.9107, -1.4774], [-0.4897, 0.4201, -0.6594], [-0.8382, 0.5371, 0.6167], [-0.1568, -0.1460, 1.5149], [1.0500, -0.8301, 1.1834], [1.3775, -0.7326, -0.1768], [0.6135, -0.1634, -1.1184], [-1.1868, 1.0826, -2.4234], [-2.1216, 1.5258, -1.0250], [-0.8358, -0.0352, 2.3660], [1.7519, -1.4165, 1.8000], [2.2910, -1.1525, -0.6008]], "forces_ev_per_a": [[0.24, 0.17, -0.55], [-0.26, 0.14, 0.20], [-0.02, -0.30, -0.06], [-0.15, 0.04, -0.15], [-0.26, 0.19, -0.47], [-0.23, 0.09, -0.10], [-0.12, 0.09, 0.18], [-0.09, 0.18, -0.40], [0.25, -0.23, -0.28], [1.62, -0.87, 1.10], [-0.92, 0.57, 0.07], [-0.08, -0.08, 0.48]], "mulliken_charge": [-0.400, 0.562, -0.564, -0.009, -0.678, 0.061, -0.644, 0.255, 0.266, 0.424, 0.323, 0.403]}

***

No. 7
{"formula": "C4H5N3", "method": "ωB97M-V/def2-TZVPD", "fmax_ev_per_a": 4.13, "spin_multiplicity": 1, "e_above_lowest_kcal_mol": 77.5, "lumo_ha": -0.008, "energy_ev": -8696.4530, "charge": 0, "smiles": "[H]/N=C1/CN=CC=N1", "homo_energy_ev": -9.0, "elements": ["C", "C", "C", "C", "N", "N", "N", "H", "H", "H", "H", "H"], "coordinates": [[1.4792, -0.0033, 0.6409], [0.4911, -1.0017, 1.2290], [-0.4685, 0.8084, -0.7055], [-0.9551, -0.6080, -0.5537], [1.1721, 0.9238, -0.1365], [-0.6752, -1.1457, 0.7458], [-1.1872, 1.6357, -1.2545], [2.4972, -0.2102, 1.0249], [0.8543, -1.2590, 2.1653], [-2.0668, -0.5517, -0.6710], [-0.3485, -1.2053, -1.2942], [-0.7926, 2.6171, -1.1905]], "forces_ev_per_a": [[-0.46, -2.00, 0.59], [-0.62, 2.75, -2.67], [3.03, -2.18, 1.76], [0.33, 0.58, -0.50], [-2.84, 1.23, -1.95], [0.76, -1.41, 1.60], [0.52, 3.25, 0.25], [-0.12, 0.87, -0.41], [-0.22, -1.46, 1.97], [1.11, -0.59, -0.48], [-1.18, 0.26, 0.34], [-0.32, -1.30, -0.50]], "mulliken_charge": [0.021, 0.037, 0.332, -0.325, -0.570, -0.548, -0.511, 0.326, 0.374, 0.296, 0.261, 0.304]}

***

No. 8
{"formula": "C4H5N3O", "method": "ωB97M-V/def2-TZVPD", "fmax_ev_per_a": 7.67, "spin_multiplicity": 1, "e_above_lowest_kcal_mol": 188.7, "lumo_ha": -0.016, "energy_ev": -10739.4299, "charge": 0, "homo_energy_ev": -8.3, "elements": ["C", "C", "C", "C", "H", "H", "H", "H", "H", "N", "N", "N", "O"], "coordinates": [[-0.4205, 1.6207, 0.2826], [-0.3816, 1.2505, -1.0555], [-0.2258, -0.0095, -1.3738], [0.2406, -1.0057, -0.3881], [0.0472, -0.5660, 2.6874], [-0.7579, 2.5821, 0.4080], [-0.6808, 1.9691, -1.9176], [-0.6668, -0.1654, -2.5096], [0.4889, -2.8076, 0.6805], [0.6513, -0.3332, 0.7215], [0.1848, 0.7640, 1.0717], [0.6064, -2.2749, -0.4551], [0.9142, -1.0241, 1.8479]], "forces_ev_per_a": [[2.91, -2.74, -0.83], [-1.69, 2.65, -2.66], [-0.54, -2.96, -4.28], [1.65, -3.60, -1.50], [3.82, -1.84, -3.84], [-0.60, 1.90, 2.03], [0.33, -1.13, 1.86], [1.84, -0.78, 3.11], [1.08, 2.65, -4.31], [-0.49, -0.07, 1.26], [-2.94, 6.73, 2.21], [-2.96, -0.60, 2.37], [-2.39, -0.20, 4.58]], "mulliken_charge": [-0.207, -0.066, -0.307, 0.362, 0.429, 0.415, 0.253, 0.190, 0.302, 0.816, -0.797, -0.768, -0.622]}

***

No. 9
{"formula": "C4H5N3O", "method": "ωB97M-V/def2-TZVPD", "fmax_ev_per_a": 2.68, "spin_multiplicity": 1, "e_above_lowest_kcal_mol": 111.5, "lumo_ha": 0.028, "energy_ev": -10742.7812, "charge": 0, "smiles": "C1=C2CNN=C2ON1", "homo_energy_ev": -7.7, "elements": ["C", "C", "C", "C", "H", "H", "H", "H", "H", "N", "N", "N", "O"], "coordinates": [[-1.3568, 0.7424, -0.0371], [0.1838, -1.0448, -0.1090], [1.3980, 0.8442, -0.1438], [0.1113, 0.3943, -0.0849], [-1.6546, 1.0457, 1.0220], [-1.6628, 1.5271, -0.7982], [-2.7495, -0.8418, 0.2264], [2.9513, -0.3881, 0.5475], [1.8923, 1.7720, 0.0371], [-1.9448, -0.6102, -0.3039], [-0.9298, -1.6544, -0.0346], [2.2714, -0.3190, -0.2553], [1.4900, -1.4675, -0.0660]], "forces_ev_per_a": [[-0.20, 0.22, 0.79], [-0.23, 0.40, 0.77], [-1.29, -2.25, 0.68], [1.67, 1.17, -0.65], [0.43, 0.12, -1.29], [0.23, -1.05, 0.99], [-0.57, -0.03, 0.66], [-0.78, 0.45, -1.11], [0.00, 0.52, -0.31], [1.68, -0.34, -0.75], [-0.32, 0.25, -0.65], [1.16, 1.35, 1.19], [-1.78, -0.82, -0.31]], "mulliken_charge": [-0.217, 0.517, -0.815, 0.523, 0.181, 0.242, 0.263, 0.269, 0.380, -0.277, -0.626, -0.172, -0.270]}

***

No. 10
{"formula": "C4H5N3O", "method": "ωB97M-V/def2-TZVPD", "fmax_ev_per_a": 7.00, "spin_multiplicity": 1, "e_above_lowest_kcal_mol": 186.6, "lumo_ha": 0.000, "energy_ev": -10739.5220, "charge": 0, "homo_energy_ev": -8.6, "elements": ["C", "C", "C", "C", "H", "H", "H", "H", "H", "N", "N", "N", "O"], "coordinates": [[-1.3807, -0.1978, -0.6163], [-0.5575, -0.7779, -1.3896], [0.8295, -0.5326, -1.2942], [0.7304, 0.6942, 0.9315], [-2.0605, 1.4994, 0.5518], [-2.3716, -0.4460, -0.8897], [-1.2154, -1.0032, -2.3741], [1.3370, -0.4107, -2.4485], [1.6276, 1.1296, 1.2234], [-1.4417, 0.5423, 0.6256], [1.5592, -0.5813, -0.2006], [-0.3071, 1.3909, 1.0173], [0.7850, -0.6685, 1.0066]], "forces_ev_per_a": [[-4.47, 2.58, 4.73], [0.05, -0.82, -4.31], [3.39, -1.31, -1.96], [-0.64, 0.88, 4.40], [0.56, -4.05, -0.44], [-1.38, 0.48, 0.05], [2.72, -0.20, 1.96], [-0.64, -0.27, 3.86], [1.69, 1.00, -0.02], [-1.73, 3.89, -0.65], [0.94, -1.03, -4.01], [0.13, -1.46, -1.66], [-0.62, 0.32, -1.95]], "mulliken_charge": [-0.095, -0.234, 0.192, -0.089, 0.338, 0.313, 0.212, 0.249, 0.534, -0.310, -0.491, -0.417, -0.203]}